# 1
A structure of composition C45H76B2F9Hg2N4O23PS at a distorted geometry, computed with ωB97M-V with the def2-TZVPD basis set.

As for the net charge: 0. The value obtained for the HOMO-LUMO gap is 0.8 eV. The LUMO energy is -7.9 eV.

Cartesian coordinates (Å):
1 Hg -4.611 2.960 -3.777
2 Hg 4.507 -0.674 -4.262
3 O 1.329 9.315 -11.207
4 C 1.476 8.138 -10.878
5 O 1.638 7.636 -9.705
6 B 1.330 6.156 -9.771
7 O 1.269 5.863 -11.272
8 C 1.329 6.976 -11.941
9 O 0.956 7.039 -13.108
10 O 0.076 5.892 -9.103
11 C 0.300 5.117 -8.106
12 O -0.592 4.608 -7.424
13 C 1.777 4.674 -8.240
14 O 2.380 5.373 -9.091
15 O 2.307 3.809 -7.533
16 O -1.936 1.912 -13.214
17 C -1.818 0.978 -12.450
18 O -1.131 0.900 -11.286
19 B -1.528 -0.416 -10.687
20 O -1.858 -1.276 -11.867
21 C -2.187 -0.487 -12.785
22 O -2.668 -0.758 -13.877
23 O -0.518 -1.162 -9.934
24 C -0.828 -1.073 -8.656
25 O -0.074 -1.123 -7.716
26 C -2.331 -0.661 -8.635
27 O -2.673 -0.373 -9.822
28 O -3.030 -0.395 -7.666
29 P 8.280 1.198 -2.294
30 F 9.029 0.532 -1.019
31 F 8.495 2.627 -1.642
32 F 9.690 1.389 -3.174
33 F 7.255 1.809 -3.470
34 F 8.159 -0.265 -3.116
35 F 6.942 0.820 -1.529
36 C 0.529 2.606 1.376
37 F 1.596 1.974 1.943
38 F -0.550 2.567 2.248
39 F 0.998 3.812 1.067
40 S -0.020 1.577 -0.134
41 O 1.216 1.218 -0.839
42 O -0.771 0.410 0.402
43 O -0.854 2.297 -1.061
44 C -6.911 3.333 0.559
45 C -8.040 2.313 0.755
46 C -9.442 2.997 1.087
47 C -10.783 2.147 1.029
48 C -10.846 1.571 -0.429
49 C -9.560 0.859 -0.864
50 N -8.229 1.552 -0.521
51 O -7.137 0.760 -0.806
52 C -9.683 -0.464 -0.070
53 C -9.520 0.526 -2.372
54 C -7.736 1.324 1.987
55 H -5.947 2.945 0.230
56 H -6.648 3.776 1.520
57 H -7.181 4.169 -0.086
58 H -9.416 3.457 2.074
59 H -9.663 3.914 0.540
60 H -11.706 2.684 1.246
61 H -10.778 1.437 1.855
62 H -11.161 2.350 -1.124
63 H -11.676 0.873 -0.531
64 H -8.797 -1.081 -0.223
65 H -9.956 -0.436 0.985
66 H -10.472 -1.106 -0.462
67 H -10.493 0.209 -2.746
68 H -9.236 1.375 -2.994
69 H -8.770 -0.180 -2.729
70 H -7.091 0.487 1.720
71 H -8.603 0.956 2.536
72 H -7.273 1.979 2.725
73 H -7.027 0.321 0.040
74 C 4.990 9.811 5.912
75 C 4.607 8.773 7.017
76 C 5.317 7.472 6.646
77 C 5.149 6.363 7.658
78 C 5.637 6.893 9.027
79 C 5.187 8.324 9.505
80 N 5.145 9.247 8.347
81 O 4.687 10.481 8.725
82 C 3.756 8.255 10.223
83 C 6.281 8.820 10.478
84 C 3.094 8.548 6.928
85 H 6.031 9.963 6.198
86 H 4.404 10.702 6.138
87 H 4.896 9.538 4.861
88 H 5.053 7.110 5.653
89 H 6.397 7.497 6.499
90 H 5.818 5.523 7.466
91 H 4.084 6.212 7.834
92 H 6.719 6.872 9.154
93 H 5.244 6.124 9.693
94 H 2.952 8.363 9.495
95 H 3.529 7.281 10.655
96 H 3.750 8.954 11.060
97 H 7.113 9.267 9.934
98 H 5.739 9.517 11.118
99 H 6.704 8.078 11.156
100 H 2.824 8.379 5.886
101 H 2.419 9.332 7.270
102 H 2.802 7.694 7.540
103 H 5.459 11.006 8.500
104 C -4.290 -5.023 5.282
105 C -3.139 -5.602 4.281
106 C -2.603 -6.981 4.717
107 C -3.435 -8.179 4.456
108 C -3.766 -8.233 2.945
109 C -4.361 -6.906 2.357
110 N -3.580 -5.752 2.823
111 O -4.079 -4.651 2.218
112 C -4.333 -7.010 0.809
113 C -5.742 -7.021 2.818
114 C -1.907 -4.772 4.373
115 H -4.753 -4.100 4.933
116 H -3.911 -4.802 6.280
117 H -5.155 -5.663 5.457
118 H -1.542 -7.188 4.576
119 H -2.781 -6.991 5.792
120 H -4.248 -8.250 5.179
121 H -2.900 -9.060 4.811
122 H -4.493 -9.031 2.798
123 H -2.949 -8.501 2.274
124 H -4.061 -7.998 0.437
125 H -5.266 -6.594 0.428
126 H -3.536 -6.434 0.338
127 H -6.303 -7.943 2.667
128 H -5.932 -6.715 3.847
129 H -6.309 -6.220 2.343
130 H -1.198 -4.891 5.193
131 H -2.164 -3.717 4.279
132 H -1.194 -4.865 3.554
133 H -3.287 -4.170 1.966
134 C 7.429 -6.215 -4.714
135 C 6.805 -6.911 -3.466
136 C 8.017 -7.416 -2.589
137 C 7.632 -7.805 -1.126
138 C 6.559 -6.833 -0.508
139 C 5.350 -6.366 -1.410
140 N 5.911 -5.939 -2.716
141 O 4.827 -5.471 -3.549
142 C 4.166 -7.387 -1.394
143 C 4.876 -5.035 -0.701
144 C 6.090 -8.212 -4.031
145 H 6.602 -5.940 -5.367
146 H 7.854 -5.223 -4.560
147 H 8.061 -6.857 -5.329
148 H 8.497 -8.235 -3.126
149 H 8.725 -6.587 -2.606
150 H 7.465 -8.882 -1.087
151 H 8.470 -7.658 -0.445
152 H 7.133 -6.042 -0.024
153 H 6.042 -7.275 0.344
154 H 3.678 -7.632 -2.338
155 H 3.439 -7.126 -0.625
156 H 4.366 -8.395 -1.031
157 H 4.506 -5.136 0.320
158 H 3.927 -4.828 -1.195
159 H 5.608 -4.229 -0.745
160 H 5.234 -8.049 -4.686
161 H 6.833 -8.864 -4.492
162 H 5.659 -8.880 -3.285
163 H 4.564 -6.274 -4.004

---

# 2
A cluster of 10 separate species, C45H76Cl2N6O26P3 in total at a distorted geometry, computed with ωB97M-V with the def2-TZVPD basis set.

As for the net charge: +1. The value obtained for the HOMO-LUMO gap is 8.0 eV. The LUMO energy is -2.9 eV.

Cartesian coordinates (Å):
1 C 1.604 -7.358 -1.197
2 C 1.929 -5.848 -0.785
3 C 0.536 -5.103 -0.545
4 Cl 0.136 -5.145 1.220
5 C 0.396 -3.714 -1.277
6 N -0.971 -3.578 -1.809
7 C -1.860 -2.998 -0.885
8 N -3.097 -2.817 -1.284
9 C -3.616 -3.226 -2.611
10 N -5.079 -3.441 -2.455
11 C -5.813 -2.154 -2.559
12 N -1.541 -2.540 0.427
13 C -0.226 -1.896 0.561
14 O -0.478 -0.415 0.374
15 N -1.757 -0.084 0.777
16 O -1.827 1.079 0.933
17 P 0.435 -1.967 2.388
18 O -0.701 -2.662 3.404
19 Cl 0.588 0.033 3.105
20 C 0.838 -2.410 -0.504
21 P 2.633 -2.459 0.143
22 N 2.949 -3.604 1.181
23 O 3.098 -1.001 0.840
24 O 3.680 -2.714 -1.177
25 P 0.900 -1.068 -1.874
26 O -0.456 -0.749 -2.460
27 O 1.647 0.331 -1.344
28 O 1.848 -1.589 -3.175
29 H 2.522 -7.966 -1.366
30 H 0.862 -7.406 -2.037
31 H 1.078 -7.819 -0.309
32 H 2.514 -5.929 0.163
33 H 2.507 -5.419 -1.641
34 H -0.209 -5.792 -1.039
35 H 1.070 -3.778 -2.182
36 H -1.330 -4.433 -2.234
37 H -3.748 -2.365 -0.638
38 H -3.507 -2.377 -3.338
39 H -3.180 -4.177 -2.996
40 H -5.284 -3.864 -1.549
41 H -5.264 -1.292 -2.073
42 H -6.775 -2.253 -1.983
43 H -6.007 -1.852 -3.623
44 H -1.762 -3.203 1.170
45 H -0.335 -3.561 3.587
46 H 3.657 -4.210 0.761
47 H 2.340 -0.398 0.959
48 H 3.339 -3.429 -1.736
49 H 2.431 0.513 -1.894
50 H 1.281 -1.671 -3.965
51 O 0.480 4.997 6.841
52 C -0.077 4.822 5.792
53 O -0.837 5.762 5.176
54 C -1.443 5.196 4.002
55 C -0.572 4.015 3.641
56 C -0.080 3.543 4.993
57 H -2.467 4.900 4.247
58 H -1.473 5.943 3.209
59 H -1.102 3.248 3.074
60 H 0.276 4.352 3.040
61 H -0.773 2.836 5.456
62 H 0.920 3.117 4.932
63 O -2.095 -4.706 -5.189
64 C -2.472 -4.256 -6.239
65 O -2.049 -4.708 -7.439
66 C -2.601 -3.891 -8.484
67 C -3.828 -3.246 -7.876
68 C -3.426 -3.103 -6.420
69 H -1.850 -3.156 -8.785
70 H -2.847 -4.514 -9.344
71 H -4.101 -2.305 -8.353
72 H -4.682 -3.924 -7.957
73 H -2.892 -2.168 -6.233
74 H -4.283 -3.195 -5.752
75 O 1.418 5.817 1.316
76 C 2.538 5.649 1.712
77 O 2.870 5.619 3.026
78 C 4.298 5.512 3.159
79 C 4.776 4.927 1.848
80 C 3.770 5.490 0.858
81 H 4.706 6.508 3.343
82 H 4.539 4.870 4.006
83 H 5.811 5.178 1.616
84 H 4.693 3.836 1.875
85 H 4.071 6.470 0.483
86 H 3.587 4.804 0.033
87 O 5.536 8.668 3.971
88 C 5.351 8.768 5.153
89 O 6.073 8.097 6.085
90 C 5.528 8.352 7.389
91 C 4.767 9.654 7.254
92 C 4.281 9.595 5.817
93 H 4.879 7.517 7.664
94 H 6.338 8.423 8.115
95 H 3.967 9.762 7.986
96 H 5.451 10.498 7.376
97 H 3.325 9.074 5.730
98 H 4.219 10.585 5.370
99 O 1.323 -4.523 4.146
100 C 2.128 -4.240 4.997
101 O 1.983 -4.568 6.299
102 C 3.056 -3.990 7.062
103 C 4.165 -3.746 6.062
104 C 3.391 -3.448 4.790
105 H 2.697 -3.065 7.521
106 H 3.357 -4.680 7.850
107 H 4.847 -2.950 6.360
108 H 4.752 -4.659 5.929
109 H 3.137 -2.389 4.704
110 H 3.922 -3.786 3.902
111 O -0.241 3.153 12.651
112 C -0.638 3.598 11.612
113 O -0.238 3.145 10.397
114 C -0.816 3.961 9.364
115 C -2.031 4.603 10.000
116 C -1.600 4.749 11.448
117 H -0.076 4.697 9.048
118 H -1.080 3.338 8.511
119 H -2.318 5.543 9.528
120 H -2.885 3.922 9.939
121 H -1.065 5.685 11.622
122 H -2.440 4.655 12.133
123 O 1.437 -0.423 -8.319
124 C 2.267 -0.124 -7.508
125 O 2.172 -0.437 -6.187
126 C 3.267 0.157 -5.476
127 C 4.340 0.396 -6.516
128 C 3.520 0.674 -7.765
129 H 2.919 1.088 -5.017
130 H 3.602 -0.520 -4.691
131 H 5.025 1.201 -6.250
132 H 4.929 -0.513 -6.657
133 H 3.255 1.730 -7.854
134 H 4.026 0.329 -8.665
135 O 1.476 3.539 -8.712
136 C 0.288 3.388 -8.766
137 O -0.472 3.779 -9.818
138 C -1.857 3.554 -9.522
139 C -1.865 2.493 -8.441
140 C -0.581 2.791 -7.688
141 H -2.298 4.496 -9.184
142 H -2.375 3.226 -10.423
143 H -2.758 2.520 -7.817
144 H -1.801 1.501 -8.895
145 H -0.732 3.535 -6.902
146 H -0.132 1.887 -7.280
147 O -6.714 -5.438 -1.278
148 C -7.360 -5.928 -2.167
149 O -8.560 -6.523 -1.976
150 C -9.014 -7.099 -3.211
151 C -8.275 -6.345 -4.295
152 C -6.957 -6.016 -3.616
153 H -8.774 -8.165 -3.207
154 H -10.094 -6.982 -3.293
155 H -8.166 -6.915 -5.218
156 H -8.806 -5.420 -4.532
157 H -6.226 -6.819 -3.732
158 H -6.545 -5.071 -3.965

---

# 3
A structure of composition C45H78BNNbO31 at a distorted geometry, computed with ωB97M-V with the def2-TZVPD basis set.

As for the net charge: -1. The value obtained for the HOMO-LUMO gap is 5.8 eV. The LUMO energy is 1.9 eV.

Cartesian coordinates (Å):
1 C -3.521 1.098 -0.072
2 C -1.967 0.502 0.103
3 C -1.123 1.071 -1.166
4 N 0.172 0.418 -1.498
5 Nb 0.138 -1.665 -1.934
6 C 2.359 -1.751 -1.374
7 C 2.646 -1.814 0.245
8 C 2.070 -3.218 0.943
9 C 2.729 -3.245 2.480
10 O 2.044 -2.122 3.199
11 C 2.088 -2.345 4.657
12 O 2.336 -1.344 5.520
13 C -1.987 -1.709 -2.721
14 B -2.800 -2.943 -1.927
15 O -2.187 -4.211 -1.497
16 O -4.253 -2.712 -1.613
17 H -4.246 0.584 0.698
18 H -3.927 0.787 -1.151
19 H -3.544 2.273 -0.046
20 H -1.550 1.005 1.102
21 H -2.090 -0.653 0.184
22 H -1.747 1.170 -2.179
23 H -0.864 2.207 -0.893
24 H 0.807 0.981 -2.106
25 H 0.692 -1.311 -3.660
26 H 0.212 -3.457 -2.182
27 H -0.405 -1.990 -0.198
28 H 2.904 -0.774 -1.788
29 H 2.861 -2.652 -1.965
30 H 2.284 -0.848 0.814
31 H 3.830 -1.866 0.380
32 H 2.372 -4.169 0.332
33 H 0.897 -3.195 1.084
34 H 2.468 -4.278 3.015
35 H 3.894 -3.047 2.465
36 H 1.849 -3.425 5.100
37 H -2.014 -1.998 -3.855
38 H -2.645 -0.764 -2.569
39 H -2.961 -4.815 -1.242
40 H -4.819 -3.427 -2.033
41 C -5.220 -9.073 -1.886
42 C -5.066 -8.026 -2.972
43 C -3.837 -7.183 -2.813
44 O -4.218 -5.960 -3.414
45 C -5.577 -5.872 -3.282
46 O -6.222 -4.859 -3.479
47 O -6.110 -7.069 -2.897
48 H -5.499 -8.614 -0.931
49 H -6.027 -9.767 -2.146
50 H -4.301 -9.650 -1.751
51 H -5.102 -8.496 -3.963
52 H -2.971 -7.612 -3.326
53 H -3.571 -6.990 -1.768
54 C -7.124 3.278 -5.268
55 C -6.442 2.481 -4.174
56 C -6.862 2.887 -2.794
57 O -5.721 2.580 -2.017
58 C -4.645 2.673 -2.857
59 O -3.486 2.697 -2.490
60 O -5.047 2.739 -4.162
61 H -6.738 4.303 -5.310
62 H -6.918 2.828 -6.245
63 H -8.208 3.310 -5.126
64 H -6.591 1.406 -4.336
65 H -7.732 2.322 -2.444
66 H -7.072 3.958 -2.698
67 C -1.612 -0.025 4.314
68 C -2.847 0.832 4.510
69 C -3.529 0.599 5.824
70 O -4.879 0.905 5.534
71 C -5.054 0.654 4.200
72 O -6.137 0.589 3.649
73 O -3.853 0.483 3.573
74 H -1.881 -1.072 4.137
75 H -1.060 0.309 3.429
76 H -0.943 0.032 5.177
77 H -2.602 1.892 4.371
78 H -3.145 1.253 6.612
79 H -3.474 -0.441 6.167
80 C 8.072 1.974 -0.343
81 C 6.816 1.142 -0.180
82 C 7.062 -0.182 0.477
83 O 6.039 -0.995 -0.064
84 C 5.739 -0.471 -1.292
85 O 5.070 -1.036 -2.136
86 O 6.295 0.768 -1.445
87 H 8.722 1.561 -1.122
88 H 7.811 2.990 -0.661
89 H 8.634 2.042 0.593
90 H 6.045 1.714 0.353
91 H 6.975 -0.126 1.567
92 H 8.031 -0.624 0.221
93 C -9.233 0.552 0.801
94 C -9.820 1.942 0.664
95 C -11.319 1.954 0.637
96 O -11.609 3.102 -0.136
97 C -10.542 3.283 -0.973
98 O -10.539 4.034 -1.931
99 O -9.484 2.506 -0.593
100 H -9.351 -0.021 -0.125
101 H -8.156 0.616 0.993
102 H -9.695 0.000 1.625
103 H -9.431 2.601 1.451
104 H -11.750 2.044 1.639
105 H -11.754 1.080 0.140
106 C -6.724 -4.452 -0.634
107 C -6.892 -3.535 0.561
108 C -7.058 -4.271 1.856
109 O -7.836 -3.377 2.627
110 C -8.567 -2.636 1.739
111 O -9.508 -1.928 2.044
112 O -8.103 -2.803 0.464
113 H -7.666 -4.949 -0.887
114 H -6.432 -3.870 -1.515
115 H -5.956 -5.210 -0.454
116 H -6.062 -2.819 0.613
117 H -6.100 -4.470 2.345
118 H -7.608 -5.214 1.756
119 C 9.688 6.410 3.436
120 C 8.432 5.578 3.599
121 C 8.678 4.254 4.256
122 O 7.655 3.441 3.714
123 C 7.355 3.965 2.486
124 O 6.686 3.400 1.642
125 O 7.910 5.204 2.334
126 H 10.337 5.997 2.656
127 H 9.427 7.426 3.118
128 H 10.250 6.478 4.372
129 H 7.661 6.151 4.132
130 H 8.591 4.310 5.345
131 H 9.647 3.812 3.999
132 C 5.165 8.653 -1.702
133 C 5.846 7.856 -0.608
134 C 5.426 8.261 0.772
135 O 6.567 7.954 1.549
136 C 7.643 8.048 0.709
137 O 8.803 8.071 1.076
138 O 7.241 8.114 -0.595
139 H 5.551 9.678 -1.744
140 H 5.370 8.202 -2.679
141 H 4.080 8.684 -1.560
142 H 5.698 6.781 -0.770
143 H 4.557 7.697 1.123
144 H 5.217 9.333 0.869
145 C 12.036 -4.290 -1.977
146 C 10.825 -3.610 -1.371
147 C 9.928 -2.975 -2.390
148 O 9.341 -1.909 -1.669
149 C 10.238 -1.560 -0.697
150 O 10.173 -0.542 -0.034
151 O 11.218 -2.505 -0.573
152 H 12.759 -3.554 -2.347
153 H 12.556 -4.881 -1.216
154 H 11.754 -4.958 -2.796
155 H 10.272 -4.313 -0.735
156 H 9.160 -3.665 -2.752
157 H 10.467 -2.560 -3.249